Record 1
{
  "formula": "C31H71N5O12",
  "method": "wB97M-V/def2-TZVPD",
  "species": ["C", "C", "O", "N", "H", "H", "C", "H", "H", "H", "H", "H", "H", "C", "C", "O", "N", "H", "H", "C", "H", "H", "H", "H", "H", "H", "C", "C", "C", "N", "C", "C", "C", "C", "C", "C", "H", "H", "H", "H", "H", "H", "H", "H", "H", "H", "H", "H", "H", "H", "H", "H", "H", "H", "H", "H", "C", "C", "C", "N", "C", "C", "C", "C", "C", "C", "H", "H", "H", "H", "H", "H", "H", "H", "H", "H", "H", "H", "H", "H", "H", "H", "H", "H", "H", "H", "C", "C", "C", "O", "C", "N", "H", "H", "H", "H", "H", "H", "H", "H", "H", "H", "H", "H", "O", "C", "O", "O", "H", "O", "C", "O", "O", "H", "O", "C", "O", "O", "H"],
  "positions_angstrom": [[4.21, -2.95, -3.85], [4.47, -1.45, -3.85], [4.11, -0.77, -2.88], [5.01, -0.94, -4.96], [5.46, -1.66, -5.48], [2.33, -0.75, -2.47], [5.45, 0.45, -5.03], [4.35, -3.31, -2.84], [4.66, -3.47, -4.71], [3.13, -2.99, -3.93], [4.65, 1.13, -5.25], [6.23, 0.54, -5.81], [5.88, 0.82, -4.11], [-1.55, -5.94, 0.06], [-0.67, -4.72, -0.11], [0.17, -4.64, -0.98], [-0.79, -3.66, 0.78], [-0.34, -2.82, 0.40], [1.07, -3.42, -1.15], [-1.91, -3.28, 1.70], [-2.30, -5.94, -0.75], [-2.11, -5.88, 0.97], [-0.91, -6.80, 0.01], [-2.02, -4.18, 2.31], [-2.76, -3.00, 1.07], [-1.53, -2.46, 2.27], [-5.60, -3.61, -1.06], [-4.52, -2.61, -1.61], [-5.26, -1.32, -1.98], [-4.52, -0.04, -2.30], [-3.66, -0.17, -3.56], [-4.52, -0.61, -4.80], [-5.67, 0.32, -4.98], [-6.46, 0.70, -3.70], [-5.53, 1.01, -2.50], [-3.71, 0.52, -1.14], [-6.60, -3.39, -1.49], [-5.71, -3.56, 0.05], [-5.33, -4.62, -1.39], [-3.98, -2.97, -2.44], [-3.79, -2.51, -0.82], [-5.80, -0.97, -1.01], [-6.05, -1.56, -2.72], [-2.92, -0.94, -3.34], [-3.19, 0.82, -3.70], [-4.76, -1.66, -4.68], [-3.68, -0.48, -5.53], [-6.32, -0.13, -5.70], [-5.32, 1.25, -5.43], [-7.26, 0.01, -3.43], [-7.04, 1.53, -3.98], [-6.10, 1.13, -1.61], [-4.97, 1.94, -2.82], [-3.44, -0.22, -0.39], [-4.41, 1.26, -0.75], [-2.82, 0.96, -1.57], [0.18, -3.79, 4.28], [-0.13, -2.28, 4.40], [0.59, -1.40, 3.35], [1.23, -0.19, 3.87], [2.22, -0.56, 4.90], [2.94, 0.72, 5.40], [3.57, 1.41, 4.24], [2.61, 1.81, 3.06], [1.91, 0.43, 2.71], [0.10, 0.59, 4.47], [-0.49, -4.32, 4.93], [1.21, -4.08, 4.60], [-0.05, -4.06, 3.22], [0.28, -1.99, 5.34], [-1.19, -1.97, 4.43], [-0.06, -1.14, 2.47], [1.37, -1.97, 2.92], [2.95, -1.23, 4.46], [1.77, -1.07, 5.80], [3.74, 0.38, 6.14], [2.25, 1.45, 5.89], [4.28, 0.74, 3.76], [4.20, 2.21, 4.58], [3.10, 2.11, 2.16], [1.81, 2.51, 3.36], [2.72, -0.15, 2.46], [1.09, 0.53, 1.96], [0.24, 1.64, 4.60], [-0.19, 0.19, 5.48], [-0.73, 0.54, 3.72], [0.66, 5.81, -1.04], [1.64, 4.82, -0.29], [2.02, 5.40, 1.02], [3.26, 4.89, 1.52], [3.64, 5.73, 2.63], [1.01, 3.52, -0.16], [1.66, 2.83, 0.14], [-0.33, 3.16, 0.95], [0.72, 3.18, -1.08], [0.42, 5.44, -2.08], [1.13, 6.72, -1.22], [-0.21, 6.02, -0.38], [2.56, 4.77, -0.90], [1.24, 5.15, 1.65], [2.04, 6.51, 0.85], [2.85, 5.78, 3.43], [3.75, 6.81, 2.40], [4.61, 5.45, 3.04], [1.43, -0.49, -2.06], [0.97, -1.50, -1.32], [1.63, -2.64, -1.47], [-0.02, -1.37, -0.53], [4.94, 0.76, -1.60], [5.05, 3.44, -0.26], [4.88, 2.17, -0.30], [4.35, 1.52, 0.60], [5.22, 1.66, -1.49], [4.43, 3.95, 0.29], [-0.27, 0.97, 0.01], [-1.04, 1.30, 0.99], [-1.84, 0.57, 1.53], [-0.95, 2.58, 1.44], [-0.35, 0.05, -0.30]],
  "mulliken_charge": [-0.851, 0.643, -0.812, -0.165, 0.247, 0.227, -0.834, 0.265, 0.406, 0.200, 0.265, 0.355, 0.254, -1.206, 0.886, -0.732, 0.531, -0.141, 0.462, -0.557, 0.274, 0.344, 0.397, 0.664, -0.356, 0.046, -1.394, 0.530, -0.963, 0.841, -0.902, -0.635, -0.729, -1.016, -0.761, -0.941, 0.412, 0.370, 0.381, 0.445, -0.583, 0.245, 0.481, 0.385, 0.588, 0.321, 0.416, 0.363, 0.354, 0.400, 0.515, 0.582, 0.445, 0.268, 0.201, 0.357, -1.292, -0.742, 0.182, 0.712, -0.629, -0.548, -1.164, 0.023, 0.200, -0.765, 0.437, 0.348, 0.109, 0.630, 0.497, -0.512, 0.543, 0.457, 0.344, 0.450, 0.261, 0.367, 0.461, 0.083, 0.228, 0.556, -1.020, 0.412, 0.330, 0.176, -1.702, 0.448, -1.096, -0.271, -0.955, 0.002, -0.030, 0.460, 0.174, 0.383, 0.550, 0.290, 0.278, 0.421, 0.500, 0.318, 0.361, 0.334, -0.280, 0.352, -0.452, -0.697, 0.297, -0.481, 0.800, -0.587, -0.351, 0.397, 0.026, 0.599, -0.683, -0.515, 0.193],
  "lumo_energy_ev": -3.8,
  "orbital_gap_ev": 10.34,
  "e_homo_ev": -14.106,
  "charge": 2,
  "relative_energy_kcal_mol": 1.5,
  "total_energy_ev": -65308.201
}

---

Record 2
{
  "formula": "C8H7N",
  "method": "wB97M-V/def2-TZVPD",
  "species": ["C", "C", "C", "C", "C", "C", "C", "N", "C", "H", "H", "H", "H", "H", "H", "H"],
  "positions_angstrom": [[-0.48, -1.80, 0.12], [0.61, -1.03, 0.23], [0.65, 0.25, -0.57], [0.38, 1.55, 0.13], [-0.81, 1.20, 1.05], [-1.51, 0.62, 0.06], [-2.79, 0.10, -0.11], [-3.79, -0.50, -0.17], [-0.55, 1.01, -1.01], [-1.18, -1.67, -0.70], [-0.74, -2.70, 0.69], [1.34, -1.07, 1.00], [1.49, 0.37, -1.14], [1.10, 2.32, 0.01], [-0.91, 1.28, 2.18], [-0.67, 1.44, -2.01]],
  "mulliken_charge": [-0.729, -0.358, -0.223, -0.453, -0.168, -0.286, 0.083, -0.541, -0.121, 0.265, 0.289, 0.380, 0.597, 0.458, 0.392, 0.414],
  "smiles": "C=C[C@@H]1[C@@H]2C=C(C#N)[C@H]12",
  "lumo_energy_ev": 0.2,
  "orbital_gap_ev": 9.05,
  "e_homo_ev": -8.824,
  "relative_energy_kcal_mol": 95.7,
  "total_energy_ev": -9894.654
}

---

Record 3
{
  "formula": "C3H40NO17",
  "method": "wB97M-V/def2-TZVPD",
  "species": ["C", "N", "C", "C", "O", "H", "H", "H", "H", "H", "H", "H", "H", "H", "H", "O", "H", "H", "O", "H", "H", "O", "H", "H", "O", "H", "H", "O", "H", "H", "O", "H", "H", "O", "H", "H", "O", "H", "H", "O", "H", "H", "O", "H", "H", "O", "H", "H", "O", "H", "H", "O", "H", "H", "O", "H", "H", "O", "H", "H", "O"],
  "positions_angstrom": [[-0.83, -2.19, -2.31], [-0.92, -1.73, -0.95], [-0.93, -0.24, -0.84], [0.35, 0.49, -0.47], [0.73, 0.66, 0.92], [-1.02, -3.26, -2.45], [0.15, -2.08, -2.79], [-1.62, -1.77, -2.94], [-0.13, -1.98, -0.38], [-1.65, -0.04, -0.06], [-1.53, 0.05, -1.70], [0.27, 1.52, -0.85], [1.20, -0.03, -0.92], [-0.93, -3.43, 1.62], [0.52, -2.89, 1.73], [-0.36, -2.88, 2.18], [-0.73, 0.40, -3.79], [-0.71, -1.01, -4.25], [-0.21, -0.22, -4.34], [-3.02, -0.74, 1.46], [-3.20, -1.82, 0.35], [-3.70, -1.29, 1.00], [-2.34, 2.32, -3.55], [-2.69, 1.10, -2.73], [-2.01, 1.45, -3.30], [0.21, 0.87, 3.70], [-0.94, 0.14, 4.20], [-0.02, 0.32, 4.47], [-2.75, 1.75, 2.64], [-2.12, 2.24, 1.37], [-2.99, 1.98, 1.73], [-0.97, -1.26, 2.27], [-0.62, 0.12, 1.79], [-1.37, -0.35, 2.28], [3.48, 1.89, 1.80], [1.99, 1.93, 1.47], [2.75, 2.51, 1.78], [0.05, 2.16, 1.33], [-0.03, 3.74, 1.38], [-0.49, 2.93, 1.65], [1.38, -1.30, 3.42], [1.29, -0.54, 2.11], [1.84, -1.19, 2.59], [2.28, -2.69, -0.43], [2.23, -2.48, 1.04], [1.80, -3.02, 0.38], [1.33, -0.53, -4.07], [2.56, 0.34, -3.76], [2.31, -0.58, -3.87], [3.00, -1.19, -2.27], [3.59, -0.84, -0.89], [3.34, -1.64, -1.44], [3.53, -0.61, 1.38], [2.33, 0.17, 0.79], [3.31, -0.01, 0.66], [1.98, 3.85, 0.85], [1.50, 3.96, -0.59], [1.74, 4.51, 0.17], [-3.88, 1.49, 0.15], [-4.13, 0.03, -0.15], [-4.22, 0.91, -0.56]],
  "mulliken_charge": [-1.191, -0.116, 1.762, 0.475, 0.696, 0.455, 0.194, 0.425, 0.154, -0.758, -1.255, 0.225, -0.047, 0.293, 0.374, -0.688, 0.325, 0.370, -0.763, 0.429, 0.364, -0.770, 0.261, 0.235, -0.635, 0.297, 0.369, -0.713, 0.299, 0.379, -0.734, 0.641, -0.241, -0.783, 0.339, 0.227, -0.824, 0.024, 0.327, -0.730, 0.371, 0.024, -0.758, 0.472, 0.287, -0.815, 0.479, 0.293, -0.767, 0.369, 0.368, -0.782, 0.317, 0.315, -0.859, 0.311, 0.314, -0.685, 0.365, 0.432, -0.741],
  "lumo_energy_ev": 2.4,
  "orbital_gap_ev": 8.80,
  "e_homo_ev": -6.419,
  "charge": -1,
  "relative_energy_kcal_mol": 53.8,
  "total_energy_ev": -40061.880
}